{"formula": "C27H64BrN4O6S5", "method": "ωB97M-V/def2-TZVPD", "symbols": ["C", "C", "O", "C", "C", "C", "C", "C", "N", "C", "N", "C", "N", "C", "C", "C", "C", "C", "C", "Br", "C", "C", "N", "H", "H", "H", "H", "H", "H", "H", "H", "H", "H", "H", "H", "H", "H", "H", "H", "H", "H", "H", "H", "H", "H", "H", "H", "H", "H", "H", "H", "H", "H", "H", "H", "H", "H", "C", "S", "O", "C", "H", "H", "H", "H", "H", "H", "C", "S", "O", "C", "H", "H", "H", "H", "H", "H", "C", "S", "O", "C", "H", "H", "H", "H", "H", "H", "C", "S", "O", "C", "H", "H", "H", "H", "H", "H", "C", "S", "O", "C", "H", "H", "H", "H", "H", "H"], "positions_angstrom": [[2.44928, 1.52471, 2.41483], [2.59999, 2.71512, 1.45635], [2.77608, 2.28405, 0.09863], [4.14340, 2.13036, -0.23905], [4.85215, 3.46517, -0.52269], [4.00069, 4.42409, -1.37825], [4.14039, 4.22333, -2.90655], [2.80392, 4.09404, -3.65740], [1.84499, 3.17576, -3.04192], [1.84515, 1.86379, -2.88636], [0.73944, 1.40142, -2.32699], [0.01665, 2.50692, -2.06204], [-1.19567, 2.52100, -1.48653], [-1.75740, 1.22594, -1.06014], [-1.81368, 0.99384, 0.46109], [-1.28118, -0.38497, 0.86995], [-1.24598, -0.46672, 2.40361], [-2.16201, -1.52320, 0.29216], [-1.87576, 3.78987, -1.32446], [-0.90833, 4.95891, -0.04244], [-3.35722, 3.69807, -0.95732], [-3.74632, 3.77444, 0.52395], [0.66903, 3.60031, -2.49513], [3.33971, 1.41210, 3.04079], [2.31061, 0.59880, 1.84762], [1.59316, 1.66196, 3.08233], [1.71296, 3.36133, 1.47318], [3.45976, 3.31843, 1.76153], [4.68041, 1.60444, 0.56283], [4.18529, 1.46505, -1.11181], [5.10598, 3.95227, 0.42238], [5.78651, 3.23479, -1.05065], [2.95770, 4.33326, -1.06052], [4.29924, 5.44894, -1.12885], [4.77065, 3.35358, -3.13010], [4.63422, 5.10338, -3.33172], [2.95431, 3.76432, -4.69100], [2.31523, 5.07251, -3.71706], [2.65968, 1.24008, -3.23069], [-2.74187, 1.12049, -1.52128], [-1.11570, 0.46713, -1.50595], [-2.84208, 1.10066, 0.82766], [-1.21864, 1.77429, 0.95930], [-0.25322, -0.49404, 0.50307], [-0.67233, 0.36113, 2.83346], [-2.26916, -0.38194, 2.79533], [-0.81998, -1.41564, 2.74147], [-2.69529, -2.02865, 1.10335], [-1.57531, -2.27829, -0.23646], [-2.91938, -1.13238, -0.39712], [-1.79775, 4.33595, -2.27024], [-3.77036, 2.78788, -1.39835], [-3.84287, 4.53065, -1.47862], [-3.06490, 3.22278, 1.17530], [-3.78548, 4.81089, 0.86919], [-4.74739, 3.35105, 0.65489], [0.44345, 4.58053, -2.41264], [-1.37433, -2.27701, -6.59331], [-0.82033, -2.39257, -4.88877], [-1.90052, -3.07355, -4.12973], [-0.99831, -0.65046, -4.48396], [-1.39087, -3.28574, -7.00047], [-2.37736, -1.85191, -6.61606], [-0.67637, -1.66408, -7.16376], [-2.04265, -0.37166, -4.63257], [-0.34149, -0.04501, -5.10972], [-0.72152, -0.52713, -3.44060], [2.02839, -6.02715, 3.76781], [2.11368, -5.05688, 2.25842], [2.76196, -3.76468, 2.61688], [0.35611, -4.74064, 2.12458], [3.04649, -6.28885, 4.04813], [1.56845, -5.42839, 4.55376], [1.45243, -6.93393, 3.58367], [0.00897, -4.23656, 3.02723], [-0.17758, -5.67785, 1.97403], [0.19167, -4.10814, 1.25656], [3.79358, 4.94772, 5.46346], [5.29137, 4.42553, 4.62374], [4.85747, 3.54386, 3.50027], [5.87912, 3.33571, 5.92082], [3.25108, 5.60537, 4.78723], [3.18866, 4.07235, 5.69951], [4.05834, 5.49223, 6.36944], [5.12468, 2.57579, 6.12260], [6.09114, 3.92150, 6.81491], [6.79324, 2.86658, 5.56367], [-1.03468, -5.50842, -2.27481], [-2.49149, -5.23941, -1.26475], [-1.99279, -4.96994, 0.12053], [-3.06318, -6.93923, -1.27350], [-0.51273, -4.55832, -2.35333], [-0.40058, -6.25626, -1.79742], [-1.34504, -5.82864, -3.26817], [-2.27281, -7.58595, -0.89261], [-3.33720, -7.21886, -2.29088], [-3.93939, -6.99414, -0.62693], [-6.89645, -3.77370, 0.18637], [-5.40116, -4.73260, 0.46133], [-5.83078, -6.12663, 0.75064], [-4.96354, -3.98186, 2.02980], [-7.34740, -4.13063, -0.73719], [-7.58437, -3.92626, 1.01796], [-6.63555, -2.71992, 0.08596], [-5.78273, -4.11579, 2.73635], [-4.75027, -2.92444, 1.87349], [-4.06812, -4.48737, 2.38541]], "atomic_forces_ev_per_a": [[0.13, 0.07, 0.04], [0.00, -0.06, 0.18], [0.02, 0.11, -0.12], [0.20, -0.12, 0.05], [-0.33, -0.09, -0.27], [0.29, 0.24, 0.08], [-0.28, -0.09, 0.22], [0.38, 0.36, -0.22], [0.09, 0.11, 0.16], [-0.03, -0.47, -0.19], [0.23, 0.39, 0.07], [-0.28, -0.24, 0.12], [0.06, 0.13, 0.05], [-0.22, -0.30, 0.15], [0.28, 0.22, 0.04], [-0.26, -0.13, 0.32], [-0.13, 0.16, -0.15], [0.13, 0.21, 0.04], [-0.07, -0.28, -0.27], [0.09, 0.06, -0.04], [-0.26, 0.23, 0.07], [-0.09, -0.03, 0.10], [-0.08, 0.09, -0.16], [-0.14, 0.00, -0.12], [-0.10, 0.13, 0.07], [0.09, -0.06, -0.08], [0.09, -0.19, -0.10], [-0.21, 0.01, 0.00], [-0.08, 0.05, -0.09], [-0.11, 0.16, 0.01], [0.01, -0.07, -0.09], [-0.01, 0.13, 0.23], [0.05, -0.05, -0.01], [-0.08, -0.14, -0.12], [-0.12, 0.11, 0.04], [0.05, -0.28, -0.11], [0.01, 0.04, 0.17], [-0.05, -0.21, 0.11], [-0.04, 0.13, 0.04], [0.15, -0.04, 0.03], [-0.10, 0.11, 0.04], [0.14, -0.05, -0.06], [-0.07, -0.15, -0.09], [-0.09, 0.11, -0.06], [0.07, -0.17, -0.03], [0.15, -0.10, -0.03], [-0.04, 0.14, -0.02], [0.09, -0.03, -0.18], [-0.15, 0.03, 0.11], [0.09, -0.12, -0.02], [0.09, -0.05, 0.18], [0.12, 0.11, -0.06], [0.05, -0.16, 0.07], [-0.10, 0.12, -0.13], [0.09, -0.16, -0.05], [0.15, 0.07, -0.04], [0.10, -0.02, 0.18], [-0.02, 0.06, -0.03], [0.01, 0.03, 0.04], [-0.04, -0.11, 0.04], [-0.03, 0.10, -0.15], [0.01, -0.01, 0.03], [-0.01, -0.01, 0.02], [0.01, -0.01, 0.00], [0.01, -0.01, 0.00], [0.01, -0.01, -0.01], [0.04, -0.06, 0.00], [-0.01, -0.04, 0.04], [0.01, 0.01, -0.02], [-0.02, 0.05, 0.00], [-0.04, -0.01, 0.06], [0.01, 0.01, -0.02], [0.00, 0.02, -0.02], [0.00, 0.00, 0.00], [0.05, 0.00, 0.03], [-0.03, 0.02, -0.04], [-0.01, -0.02, -0.03], [-0.04, 0.02, 0.04], [0.03, -0.03, 0.00], [0.02, 0.04, -0.04], [0.02, -0.02, 0.05], [0.02, 0.00, -0.01], [0.02, -0.01, -0.02], [0.00, 0.01, 0.00], [-0.01, 0.01, -0.02], [0.01, 0.00, 0.00], [0.00, 0.01, -0.02], [0.09, -0.08, 0.04], [-0.02, 0.00, -0.17], [0.02, 0.02, 0.08], [-0.07, -0.03, 0.05], [-0.03, 0.02, -0.01], [-0.03, 0.00, 0.02], [0.00, 0.03, -0.01], [0.02, 0.02, 0.01], [0.00, 0.01, 0.00], [0.00, 0.00, 0.00], [-0.06, 0.01, 0.04], [0.01, 0.10, -0.06], [0.01, -0.06, 0.00], [0.01, 0.00, 0.07], [0.02, -0.01, 0.00], [0.01, -0.02, 0.00], [0.01, -0.01, -0.01], [0.00, -0.02, -0.02], [-0.01, 0.00, 0.00], [0.02, -0.01, -0.05]], "orbital_gap_ha": 0.2755, "e_homo_ev": -9.96, "energy_ha": -6302.1935, "spin_multiplicity": 1, "lumo_ev": -2.459, "total_charge": 1}